Density functional theory data (wB97M-V/def2-TZVPD) for a structure of composition C37H53BrN5O8S2SiSn.

```
108
Properties=species:S:1:pos:R:3:mulliken_charge:R:1
Sn -1.047 -0.170 0.948 1.9033
C -2.537 -2.859 2.401 -0.9499
C -2.028 -3.259 1.034 -0.9926
N -2.290 -2.180 0.083 0.1929
C -3.691 -2.017 -0.288 -2.0034
C -4.403 -0.880 0.400 0.8653
C -5.752 -0.660 0.153 -1.2368
C -6.366 0.410 0.777 -0.7770
C -5.626 1.216 1.626 -1.1477
C -4.282 0.931 1.811 0.7217
C -3.431 1.818 2.687 -2.0176
N -2.139 1.266 3.023 -0.1120
C -2.060 0.414 4.193 -1.0993
C -2.582 -0.980 3.908 -0.9937
N -1.837 -1.661 2.851 0.3076
N -3.698 -0.097 1.203 1.2216
H -2.426 -3.697 3.103 0.5220
H -3.607 -2.635 2.347 0.3668
H -2.478 -4.205 0.701 0.5329
H -0.949 -3.404 1.076 0.2639
H -1.708 -2.315 -0.739 0.1144
H -4.249 -2.945 -0.094 0.5294
H -3.756 -1.822 -1.358 0.6371
H -6.287 -1.297 -0.536 0.5347
H -7.413 0.620 0.598 0.4104
H -6.077 2.060 2.132 0.5042
H -4.020 2.075 3.586 0.4375
H -3.266 2.740 2.127 0.5551
H -1.432 1.985 3.044 0.3895
H -2.630 0.827 5.044 0.4402
H -1.016 0.354 4.487 0.1637
H -3.628 -0.919 3.600 0.5585
H -2.562 -1.559 4.843 0.5894
H -0.902 -1.901 3.220 0.2335
O -2.440 2.707 -0.008 -0.7541
C -2.728 2.212 -1.093 0.4058
N -2.541 0.929 -1.447 0.1108
S -3.109 0.616 -2.917 1.1632
O -2.065 0.221 -3.832 -0.7594
O -4.271 -0.251 -2.876 -0.7405
C -3.640 2.261 -3.298 0.2391
C -4.246 2.770 -4.429 -0.8950
C -4.574 4.120 -4.417 -0.5074
C -4.304 4.913 -3.304 -0.5442
C -3.698 4.376 -2.176 -0.5591
C -3.369 3.032 -2.194 -0.1142
H -4.451 2.147 -5.288 0.4932
H -5.047 4.562 -5.284 0.4005
H -4.573 5.961 -3.324 0.4051
H -3.478 4.971 -1.301 0.5016
C 3.191 2.102 -2.483 -1.5958
C 2.172 2.010 -1.353 2.1132
C 2.548 2.968 -0.227 -1.8067
C 0.761 2.301 -1.855 -1.0153
O 2.182 0.715 -0.768 1.5618
Si 2.144 -0.830 -1.302 -1.3667
S 0.781 -1.909 -0.194 -0.6706
O 1.852 -0.723 -2.905 0.1697
C 1.699 -1.637 -3.979 1.6382
C 0.877 -0.909 -5.038 -1.3743
C 3.094 -1.978 -4.506 -1.6954
C 0.977 -2.900 -3.528 -1.3906
O 3.648 -1.500 -1.203 -0.0761
C 4.536 -1.687 -0.103 2.3629
C 4.673 -3.193 0.098 -2.0131
C 4.038 -1.034 1.179 -1.5976
C 5.868 -1.066 -0.519 -1.9617
H 3.202 3.115 -2.893 0.4820
H 2.947 1.403 -3.277 0.0369
H 4.190 1.870 -2.110 0.3087
H 2.505 4.005 -0.567 0.4075
H 3.558 2.758 0.127 0.4197
H 1.856 2.843 0.605 0.1211
H 0.699 3.305 -2.282 0.6263
H 0.059 2.233 -1.024 -0.0491
H 0.468 1.578 -2.615 -0.0077
H 1.439 -0.063 -5.434 0.2948
H -0.050 -0.538 -4.600 0.1579
H 0.633 -1.579 -5.864 0.4258
H 3.580 -1.076 -4.878 0.3107
H 3.038 -2.706 -5.319 0.4296
H 3.705 -2.388 -3.704 0.1676
H -0.013 -2.655 -3.146 0.1182
H 1.526 -3.406 -2.735 0.2204
H 0.872 -3.581 -4.375 0.5097
H 3.696 -3.619 0.320 0.3135
H 5.349 -3.417 0.926 0.4438
H 5.059 -3.659 -0.809 0.4157
H 3.085 -1.455 1.492 0.1517
H 3.901 0.038 1.043 0.1135
H 4.770 -1.193 1.975 0.7531
H 6.232 -1.537 -1.434 0.3872
H 6.618 -1.188 0.264 0.4152
H 5.734 -0.001 -0.710 0.3136
Br 6.714 1.045 5.747 -0.2394
C 5.007 0.494 5.114 0.1319
C 4.523 -0.752 5.476 -0.5607
C 3.276 -1.143 5.014 -0.3797
C 2.529 -0.307 4.195 0.0208
C 3.041 0.933 3.839 0.0532
C 4.280 1.346 4.300 -0.6390
C 1.180 -0.764 3.672 0.2782
O 0.689 -1.802 4.157 -0.9545
O 0.642 -0.023 2.812 -0.4103
H 5.114 -1.404 6.105 0.4222
H 2.863 -2.106 5.277 0.4495
H 2.462 1.558 3.173 0.2988
H 4.684 2.310 4.023 0.4485
```

Properties
Energy relative to the best compared isomer or geometry (same formula, charge and spin) = 0.0 kcal/mol
Electronic energy = -168493.147 eV
HOMO-LUMO gap = 6.876 eV
Charge = -1
Spin multiplicity = 1
HOMO = -4.52 eV



Density functional theory data (wB97M-V/def2-TZVPD) for a structure of composition C37H54BrN5NdO7SSe2.

```
108
Properties=species:S:1:pos:R:3:lowdin_spin:R:1
Nd -3.163 13.968 17.995 3.0391
C -7.574 11.435 18.177 0.0000
N -6.286 10.912 18.681 0.0005
C -6.469 10.067 19.891 0.0000
C -5.130 11.390 18.313 0.0001
O -4.906 12.431 17.576 -0.0041
C -3.841 10.684 18.667 0.0002
O -2.992 11.699 19.193 -0.0007
C -2.912 11.773 20.658 0.0002
C -3.433 13.120 21.140 0.0001
O -3.371 14.117 20.309 -0.0049
N -3.966 13.246 22.333 0.0001
C -4.201 12.057 23.147 0.0000
C -4.212 14.588 22.913 0.0000
H -8.166 11.757 19.020 0.0000
H -8.129 10.603 17.629 0.0000
H -7.478 12.207 17.411 0.0000
H -5.667 9.338 20.020 0.0000
H -7.336 9.477 19.652 0.0000
H -6.580 10.696 20.787 0.0000
H -3.364 10.413 17.678 0.0000
H -3.877 9.804 19.308 0.0000
H -1.793 11.604 20.955 0.0000
H -3.491 10.975 21.097 0.0000
H -5.022 11.443 22.707 0.0000
H -4.431 12.450 24.176 0.0000
H -3.307 11.420 23.186 0.0000
H -3.686 15.316 22.298 0.0000
H -3.756 14.602 23.905 0.0000
H -5.280 14.802 22.992 0.0000
O -5.445 14.816 18.565 -0.0048
C -6.235 15.738 19.287 -0.0003
C -6.989 16.742 18.369 -0.0001
C -8.013 17.460 19.307 0.0000
O -8.920 18.140 18.415 0.0000
C -5.970 17.663 17.770 0.0001
Se -5.415 19.206 18.952 0.0000
C -7.824 16.045 17.301 0.0000
Se -6.971 14.630 16.145 -0.0004
H -5.908 14.593 17.676 0.0001
H -5.607 16.210 20.015 0.0000
H -6.996 15.227 19.865 -0.0001
H -7.547 18.147 20.009 0.0000
H -8.559 16.669 19.906 0.0000
H -9.560 18.743 18.867 0.0000
H -6.325 18.079 16.821 0.0000
H -5.049 17.156 17.501 0.0001
H -8.152 16.778 16.550 0.0000
H -8.641 15.566 17.762 0.0000
C -2.044 17.986 14.404 0.0001
C -3.240 17.304 14.285 -0.0006
C -3.484 16.246 15.186 -0.0020
C -2.590 15.916 16.199 -0.0137
C -1.371 16.617 16.241 -0.0007
C -1.125 17.655 15.353 -0.0003
H -1.894 18.867 13.782 0.0000
H -3.934 17.524 13.431 -0.0001
H -4.389 15.680 15.146 -0.0002
H -0.605 16.447 17.009 0.0000
H -0.135 18.120 15.466 -0.0001
Br 0.165 19.744 21.706 0.0000
C -0.384 18.194 20.817 0.0001
C -1.276 18.398 19.765 0.0000
C -1.939 17.292 19.233 0.0003
N -1.602 16.029 19.557 -0.0012
C -0.809 15.841 20.600 0.0000
C -0.098 16.882 21.162 0.0000
H -1.606 19.390 19.504 0.0000
H -2.696 17.418 18.490 0.0002
H -0.628 14.814 20.912 0.0000
H 0.630 16.694 21.993 0.0000
C 3.306 12.718 15.347 0.0000
C 2.442 12.121 16.419 0.0000
N 1.005 12.299 16.191 0.0006
C 0.508 11.643 14.978 0.0000
C 0.246 12.590 13.802 0.0000
C 0.167 13.011 17.001 0.0007
C 0.795 13.938 18.003 0.0003
N -1.148 12.905 17.044 -0.0061
H 4.364 12.371 15.426 0.0000
H 3.311 13.788 15.355 0.0000
H 3.018 12.424 14.350 0.0000
H 2.633 12.574 17.410 0.0000
H 2.638 11.054 16.596 0.0000
H -0.409 11.126 15.136 0.0000
H 1.255 10.879 14.731 0.0000
H -0.314 12.062 13.025 0.0000
H 1.230 12.850 13.363 0.0000
H -0.311 13.494 14.047 0.0000
H 1.582 14.573 17.480 0.0000
H 1.293 13.334 18.774 0.0001
H 0.065 14.623 18.469 0.0001
H -1.490 12.311 16.261 0.0001
O -4.504 7.713 10.847 0.0000
C -5.438 8.685 11.135 -0.0001
O -6.390 8.853 10.361 -0.0002
C -5.248 9.445 12.395 -0.0004
C -5.924 10.675 12.537 0.0000
C -5.330 11.716 13.264 -0.0004
C -4.143 11.546 14.038 -0.0001
S -3.223 12.850 14.608 -0.0015
C -3.712 10.184 14.151 -0.0003
C -4.259 9.195 13.341 0.0001
H -3.688 7.729 11.344 0.0000
H -6.858 10.860 11.995 0.0000
H -5.731 12.716 13.193 0.0000
H -2.981 9.880 14.923 0.0000
H -3.902 8.153 13.600 0.0000
```

Properties
Energy relative to the best compared isomer or geometry (same formula, charge and spin) = 81.5 kcal/mol
⟨S²⟩ = 3.75
Electronic energy = -287873.791 eV
HOMO-LUMO gap = 3.210 eV
Charge = -1
Spin multiplicity = 4
HOMO = -2.57 eV



Among the records above, which one has the lowest HOMO-LUMO gap? C37H54BrN5NdO7SSe2



Which of these has the lowest HOMO? C37H53BrN5O8S2SiSn